Density functional theory data (the ωB97M-V functional and the def2-TZVPD basis) for C22H22N2O5S3 in the gas phase in a non-equilibrium geometry.

Structure (XYZ):
```
54
Properties=species:S:1:pos:R:3
C -2.94 -0.49 5.59
C -2.47 -1.01 4.28
C -1.98 -2.30 4.13
C -1.53 -2.78 2.91
C -1.58 -1.96 1.79
N -1.15 -2.34 0.52
C -0.46 -3.45 0.15
O -0.19 -4.39 0.85
C -0.06 -3.40 -1.34
O 0.89 -2.38 -1.62
C 0.48 -1.13 -1.83
O -0.69 -0.78 -1.71
C 1.57 -0.21 -2.20
C 1.24 1.10 -2.27
C 2.02 2.21 -2.69
C 3.21 2.30 -3.37
C 3.60 3.61 -3.65
C 2.72 4.54 -3.18
S 1.38 3.81 -2.40
C 2.89 -0.78 -2.40
C 4.07 -0.36 -1.85
C 5.17 -1.16 -2.23
C 4.82 -2.17 -3.07
S 3.14 -2.18 -3.39
C -2.07 -0.66 1.92
C -2.50 -0.20 3.14
S -3.09 1.50 3.31
O -4.48 1.45 3.67
O -2.18 2.19 4.17
N -3.00 2.21 1.82
C -1.74 2.73 1.36
C -4.05 2.00 0.86
H -3.98 -0.16 5.51
H -2.85 -1.24 6.37
H -2.36 0.39 5.87
H -1.94 -2.95 4.99
H -1.15 -3.78 2.82
H -1.30 -1.64 -0.21
H -0.96 -3.24 -1.95
H 0.43 -4.33 -1.61
H 0.22 1.34 -1.99
H 3.78 1.43 -3.68
H 4.51 3.87 -4.17
H 2.78 5.61 -3.24
H 4.14 0.48 -1.18
H 6.18 -0.98 -1.89
H 5.45 -2.91 -3.51
H -2.10 -0.02 1.06
H -1.88 3.73 0.92
H -1.09 2.81 2.22
H -1.27 2.09 0.60
H -4.90 1.59 1.40
H -3.75 1.31 0.06
H -4.34 2.95 0.41
```

Properties
* SMILES string: Cc1ccc(NC(=O)COC(=O)/C(=C/c2cccs2)c2cccs2)cc1S(=O)(=O)N(C)C
* highest occupied orbital energy: -8.41 eV
* frontier orbital gap: 7.57 eV
* LUMO energy: -0.031 Eh
* M: 490.628 g/mol
* energy: -68893.9928 eV